Record 1
ORCA calculation (ωB97M-V/def2-TZVPD) on a 3-piece molecular cluster, C4H15N2O2 overall in a non-equilibrium geometry.

```
23
Properties=species:S:1:pos:R:3:forces:R:3:nbo_charge:R:1
C -0.185721 0.498069 1.432536 -1.22 -2.39 0.34 -0.25
C -0.242757 -1.030953 1.187100 2.25 -3.19 3.51 -0.46
C 0.326450 -1.667516 -0.108765 -0.75 1.64 1.10 -0.36
C 1.657983 -1.748192 -0.241350 -0.21 -0.79 -2.79 0.05
N 2.213992 -1.965558 -1.514348 5.84 2.59 2.43 -0.83
N -0.464495 1.111693 0.102798 -2.41 3.62 1.53 -0.72
H 0.722730 0.861763 1.903976 0.39 -0.02 -0.83 0.23
H -0.956145 0.623781 2.252698 0.40 0.77 -1.58 0.25
H 0.496831 -1.464305 2.099258 -1.82 0.99 -2.32 0.24
H -1.205168 -1.464610 1.579430 0.61 0.53 -0.96 0.22
H -0.301435 -1.807787 -1.026497 0.50 0.30 0.98 0.21
H 2.462924 -1.846511 0.486531 -0.65 0.75 0.45 0.23
H 1.834860 -2.073288 -2.372304 -2.78 -0.53 -2.59 0.38
H 3.087177 -1.295229 -1.734540 -2.33 -2.35 1.21 0.38
H -0.011782 2.057804 0.111733 -0.20 -1.24 -0.86 0.47
H -0.267134 0.596561 -0.751503 0.94 -0.45 0.60 0.45
H -1.512197 1.361705 0.009100 1.28 -0.78 0.68 0.47
H 1.235091 3.011391 -2.333206 -0.92 -2.62 3.17 0.51
H 0.295954 1.888053 -2.342252 -0.88 -0.91 -0.49 0.47
O 0.847117 2.238662 -1.653265 2.24 4.04 -3.51 -0.97
H -3.725958 1.353518 1.160740 -5.07 3.29 3.12 0.49
H -3.199126 -0.117264 0.974765 -0.24 2.60 -0.28 0.51
O -3.109198 0.878215 0.777355 5.03 -5.86 -2.90 -0.96
```
Forces are in eV/Å.

Output
HOMO (eV): -11.59
Charge: +1
Calculated total energy (eV): -11457.3066


Record 2
ORCA calculation (ωB97M-V/def2-TZVPD) on C9H8N3O8ReSbSe4 as an isolated structure in a non-equilibrium geometry.

```
34
Properties=species:S:1:pos:R:3:forces:R:3:nbo_charge:R:1
Re 0.980063 1.443143 0.227739 -0.73 0.48 0.41 1.06
Se 5.982555 1.619471 3.556655 0.34 0.07 -0.25 -0.03
Sb 3.945216 1.370998 4.467659 0.30 -0.06 0.27 1.06
Se 2.523592 0.155182 -0.567871 0.70 -0.59 -0.36 0.34
Se 1.824927 2.600190 1.920359 -0.22 -0.04 -0.15 0.08
Se 2.169148 0.948220 5.777627 -0.42 -0.05 0.22 -0.06
N -0.022869 5.949448 -2.689005 0.00 0.02 -0.04 -0.67
C -0.033016 4.452349 -2.612359 0.00 0.08 0.03 -0.34
C 0.586710 4.031446 -1.293457 -0.03 -0.44 0.12 0.79
O 1.082397 4.782681 -0.517699 0.02 0.17 -0.03 -0.51
O 0.517923 2.683191 -1.141374 -0.08 0.29 -0.31 -0.72
H -0.768340 6.367217 -2.123803 0.01 -0.01 0.02 0.46
H -0.148821 6.274038 -3.653012 -0.01 0.00 0.00 0.47
H 0.862652 6.328399 -2.333036 0.01 -0.02 0.02 0.47
H 0.547539 4.052323 -3.443186 0.02 0.00 0.01 0.28
H -1.056897 4.093867 -2.703176 0.00 0.00 0.00 0.28
O -2.706431 0.080720 1.367989 0.43 0.03 -0.17 -0.30
C -1.824427 -0.561533 1.041119 -1.02 -0.58 0.30 0.89
O -0.410718 0.493480 0.692503 0.53 0.40 -0.04 -0.72
C -1.419766 -1.915900 0.742078 0.18 0.22 -0.09 -0.19
C -0.083256 -2.293564 0.701807 0.05 -0.05 0.04 -0.14
C 0.218236 -3.591243 0.369211 -0.01 0.01 0.00 0.03
C -0.755679 -4.537480 0.095645 -0.02 0.02 0.04 -0.08
C -2.074663 -4.122956 0.164497 -0.04 -0.01 0.00 0.04
C -2.443893 -2.831448 0.475641 -0.06 -0.04 0.01 -0.09
N -3.154334 -5.113811 -0.122539 0.06 0.05 -0.02 0.53
O -2.795630 -6.248856 -0.304345 -0.04 0.03 0.00 -0.30
O -4.279535 -4.675648 -0.147579 0.02 -0.04 0.02 -0.32
N 1.653230 -3.952119 0.280472 0.04 0.04 -0.05 0.53
O 1.924307 -5.107464 0.120017 -0.01 0.00 0.02 -0.27
O 2.446391 -3.023769 0.360859 -0.03 -0.06 0.05 -0.41
H 0.717393 -1.622122 0.953817 0.00 0.04 -0.07 0.25
H -0.510222 -5.560733 -0.161225 0.02 0.00 0.01 0.31
H -3.493794 -2.567711 0.497986 0.00 0.01 0.00 0.29
```
Forces are in eV/Å.

Output
HOMO (eV): -17.87
Charge: +3
Calculated total energy (eV): -300330.9657


Record 3
ORCA calculation (ωB97M-V/def2-TZVPD) on C10H12N4O4Pd as an isolated structure.

```
31
Properties=species:S:1:pos:R:3:forces:R:3:nbo_charge:R:1
Pd -0.390946 0.664128 1.167182 -0.05 0.08 -0.05 0.20
O 2.810120 1.845190 1.851384 0.00 0.02 0.00 -0.80
C 2.531922 0.621596 1.889862 0.01 -0.05 0.01 0.74
O 3.194403 -0.351794 1.495328 -0.01 0.01 -0.01 -0.75
C 1.192995 0.298727 2.610753 0.03 0.01 0.03 0.03
C 0.897608 1.042039 3.788452 -0.03 -0.03 0.02 -0.23
C -0.025499 0.577631 4.687824 0.00 -0.01 -0.02 -0.23
C -0.744764 -0.589318 4.376838 0.00 0.04 0.03 -0.33
C -0.487968 -1.207310 3.176098 0.05 -0.01 -0.05 0.00
N 0.502933 -0.846206 2.318885 -0.02 -0.02 0.06 -0.48
H 1.456952 1.953840 3.945466 0.01 0.00 -0.01 0.23
H -0.222406 1.119328 5.606661 0.00 0.00 0.00 0.19
H -1.511107 -0.978962 5.036200 0.00 0.00 0.00 0.19
H -1.054657 -2.084048 2.875075 0.00 0.00 0.00 0.17
N -3.504419 0.399856 -0.786350 0.00 0.02 0.01 -0.71
N -2.471868 -0.454096 -1.329814 0.05 -0.04 -0.03 -0.70
H -3.053997 1.184146 -0.308035 0.01 0.00 0.00 0.38
H -3.978763 -0.147712 -0.078722 0.00 0.00 0.00 0.32
H -1.720478 -0.556123 -0.639709 -0.06 0.03 0.01 0.33
H -2.032094 0.102228 -2.057255 -0.01 0.01 0.01 0.36
O -0.358158 1.886682 -2.007132 -0.02 0.00 0.01 -0.69
C -0.282899 2.449243 -0.919524 0.06 0.00 -0.03 0.67
C 0.876145 3.370377 -0.534810 -0.03 0.00 0.02 -0.53
C 0.423148 3.986221 0.780187 0.00 -0.03 -0.02 -0.54
C -0.958694 3.368878 1.013694 0.00 0.05 -0.02 0.68
O -1.726216 3.756050 1.883479 0.01 -0.01 0.02 -0.67
N -1.231007 2.389124 0.078021 -0.03 -0.09 0.02 -0.77
H 1.044856 4.089513 -1.339214 0.00 0.00 0.00 0.20
H 1.774069 2.762936 -0.411814 0.00 0.00 0.00 0.26
H 0.332039 5.074370 0.765489 0.01 0.00 0.01 0.19
H 1.075951 3.690165 1.602899 0.00 0.01 0.00 0.27
```
Forces are in eV/Å.

Output
HOMO (eV): -1.09
Charge: -2
Calculated total energy (eV): -28195.6390


Number 1: frontier orbital gap 0.311 hartree. Number 2: frontier orbital gap 0.235 hartree. Number 3: frontier orbital gap 0.250 hartree.